Model P:
Density functional theory data (the ωB97M-V functional and the def2-TZVPD basis) for one molecule with the formula C2H6OP2.

Computed properties:
- HOMO-LUMO gap: 9.30 eV
- 2S+1: 1
- Charge: 0
- Highest occupied orbital energy: -8.8 eV
- SMILES string: O=CC(P)P

XYZ file:
```
11
C2H6OP2 the ωB97M-V functional and the def2-TZVPD basis
O 2.6621 0.2776 -0.1070
C 1.6325 -0.3407 0.0875
C -0.1545 0.0694 0.5627
P -1.0012 -1.5033 0.1567
P -0.7264 1.5879 -0.1758
H 1.5225 -1.3432 -0.1783
H -0.0947 0.1439 1.7299
H -1.3025 -1.4512 -1.3306
H -2.3180 -1.1901 0.6060
H -0.5002 1.4495 -1.4517
H 0.2804 2.3000 0.1006
```



Model Q:
Density functional theory data (the ωB97M-V functional and the def2-TZVPD basis) for C2H6OP2 as an isolated structure.

Computed properties:
- HOMO-LUMO gap: 9.36 eV
- 2S+1: 1
- Charge: 0
- Highest occupied orbital energy: -9.1 eV

XYZ file:
```
11
C2H6OP2 the ωB97M-V functional and the def2-TZVPD basis
C -0.5010 0.2965 -0.1574
C 0.4801 -0.3066 0.7210
O -0.0768 -1.1009 -0.2033
P -2.3680 0.4896 0.2474
P 2.6804 0.3893 0.0116
H -0.2087 0.9251 -0.9900
H 0.1269 -0.3051 1.6803
H -2.1658 -0.5248 1.2188
H -2.7807 -0.4786 -0.6791
H 2.0681 1.3052 -0.8725
H 2.7453 -0.6898 -0.9768
```



Most stable = model P



Model P:
Density functional theory data (the ωB97M-V functional and the def2-TZVPD basis) for one molecule with the formula C7H16N2O.

Computed properties:
- HOMO-LUMO gap: 7.99 eV
- 2S+1: 1
- Charge: 0
- Highest occupied orbital energy: -7.2 eV
- SMILES string: C=C(C)C[C@](C)(O)N(C)N

XYZ file:
```
26
C7H16N2O the ωB97M-V functional and the def2-TZVPD basis
C 1.6320 -1.2040 -1.5132
C 0.9851 -0.0851 -1.0983
C 1.7520 1.2184 -1.1074
C -0.5673 0.0517 -1.2640
C -1.2965 -0.0555 0.0917
C -2.0998 -1.3437 0.2779
O -2.2045 1.0263 0.2071
N -0.2189 0.0660 1.2191
C 0.1824 1.3562 1.7564
N 0.6247 -1.0259 1.6086
H 1.1119 -2.1465 -1.6563
H 2.6758 -1.1791 -1.8137
H 2.5624 1.2026 -1.8423
H 1.1218 2.0800 -1.3423
H 2.2241 1.3903 -0.1378
H -0.7821 1.0098 -1.7493
H -0.9311 -0.7445 -1.9252
H -2.5171 -1.3986 1.2914
H -1.5039 -2.2424 0.1052
H -2.9490 -1.3580 -0.4165
H -2.4945 1.0072 1.1338
H 1.1091 1.3157 2.3400
H -0.6021 1.7328 2.4195
H 0.2993 2.0893 0.9557
H 1.5728 -0.8584 1.2656
H 0.3134 -1.9046 1.1944
```



Model Q:
Density functional theory data (the ωB97M-V functional and the def2-TZVPD basis) for a 2-piece molecular cluster, C7H16N2O overall.

Computed properties:
- HOMO-LUMO gap: 9.87 eV
- 2S+1: 1
- Charge: 0
- Highest occupied orbital energy: -9.2 eV
- SMILES string: CC(C)N(C)[C@@H](C)C#N.O

XYZ file:
```
26
C7H16N2O the ωB97M-V functional and the def2-TZVPD basis
C 4.3217 0.0896 -0.9101
C 3.7133 -1.2244 -0.4046
C 4.6869 -1.9634 0.5117
N 2.3942 -1.0859 0.2355
C 2.3870 -0.2111 1.3966
C 1.2842 -0.7629 -0.6578
C 1.3167 -1.4607 -2.0195
C 0.0053 -1.1127 0.0211
N -0.9208 -1.5800 0.5470
H 4.6025 0.7506 -0.0766
H 5.2323 -0.1209 -1.4896
H 3.6289 0.6392 -1.5647
H 3.5672 -1.8812 -1.2704
H 4.9950 -1.3531 1.3736
H 4.2354 -2.8886 0.8923
H 5.5931 -2.2284 -0.0514
H 2.5015 0.8578 1.1290
H 1.4405 -0.3201 1.9441
H 3.1924 -0.4831 2.0884
H 1.2224 0.3309 -0.8442
H 0.3759 -1.2683 -2.5492
H 2.1315 -1.0634 -2.6350
H 1.4429 -2.5447 -1.9059
O -2.5750 0.9761 0.2591
H -2.4856 0.0729 0.6728
H -1.7514 1.4411 0.4362
```



Model R:
Density functional theory data (the ωB97M-V functional and the def2-TZVPD basis) for C7H16N2O as an isolated structure.

Computed properties:
- HOMO-LUMO gap: 8.78 eV
- 2S+1: 1
- Charge: 0
- Highest occupied orbital energy: -8.2 eV

XYZ file:
```
26
C7H16N2O the ωB97M-V functional and the def2-TZVPD basis
C 1.4088 0.2664 0.3878
C 1.9207 1.1736 1.4882
C 1.7699 0.7739 -0.9913
C -1.2007 1.4116 0.8786
C -0.4763 0.0924 0.8123
O 1.9637 -1.0042 0.5355
N -0.7636 -0.8245 1.6733
H 1.3484 -1.6321 0.9447
H -0.2938 -1.7095 1.4741
H 1.5939 2.2045 1.3453
H 2.8579 0.8119 -1.1201
H 1.5809 0.8373 2.4715
H 3.0173 1.1834 1.4989
H 1.3651 1.7712 -1.1689
H 1.4143 0.0965 -1.7718
H -1.0210 2.0009 -0.0192
H -2.2736 1.2259 0.9661
H -0.9015 1.9558 1.7756
C -1.7919 -2.1121 -1.1147
C -1.3708 -0.6990 -1.3345
N -1.7690 0.1308 -2.1952
H -2.4534 -0.2683 -2.8527
H -0.2821 -0.2712 -0.5424
H -2.4718 -2.4601 -1.8976
H -0.9052 -2.7526 -1.1083
H -2.2663 -2.2027 -0.1351
```



Most stable = model Q



Model P:
Density functional theory data (the ωB97M-V functional and the def2-TZVPD basis) for one molecule with the formula C5H15N3O.

Computed properties:
- HOMO-LUMO gap: 9.24 eV
- 2S+1: 1
- Charge: 0
- Highest occupied orbital energy: -8.3 eV
- SMILES string: CC(C)[C@](C)(O)N(N)N

XYZ file:
```
24
C5H15N3O the ωB97M-V functional and the def2-TZVPD basis
C -0.1363 -0.0497 -1.9693
C -0.7250 0.3761 -0.6224
C -1.4114 1.7362 -0.7608
C 0.3764 0.1447 0.7154
C -0.3774 0.4623 1.9958
O 1.4107 1.0267 0.4183
N 0.9319 -1.1699 0.8132
N -0.0199 -2.1989 0.8944
N 2.0648 -1.4954 0.0290
H 0.1116 -1.1122 -1.9851
H 0.7616 0.5330 -2.1894
H -0.8584 0.0993 -2.7759
H -1.5049 -0.3474 -0.3619
H -2.1228 1.7253 -1.5900
H -1.9441 2.0134 0.1470
H -0.6712 2.5078 -0.9789
H -1.2086 -0.2230 2.1251
H 0.3113 0.3446 2.8330
H -0.7488 1.4839 1.9784
H 0.7941 1.8401 0.4041
H 0.3975 -2.9477 1.4392
H -0.2305 -2.5739 -0.0318
H 1.9483 -1.1856 -0.9400
H 2.8509 -0.9895 0.4124
```



Model Q:
Density functional theory data (the ωB97M-V functional and the def2-TZVPD basis) for a 2-piece molecular cluster, C5H15N3O overall.

Computed properties:
- HOMO-LUMO gap: 10.26 eV
- 2S+1: 1
- Charge: 0
- Highest occupied orbital energy: -9.3 eV
- SMILES string: C[C@](N)(O)NN.C=CC

XYZ file:
```
24
C5H15N3O the ωB97M-V functional and the def2-TZVPD basis
C -0.7340 1.5805 -0.7570
C 0.7228 1.1884 -0.9980
N 1.5250 1.6009 0.1305
O 1.1862 1.8218 -2.1870
N 0.8397 -0.2574 -1.2132
N 1.7593 -0.9788 -0.4100
H -0.8116 2.6594 -0.6778
H -1.3399 1.2545 -1.5978
H -1.0893 1.1173 0.1512
H 1.2830 2.5488 0.3976
H 2.5070 1.6029 -0.1307
H 1.2561 1.1346 -2.8679
H -0.0621 -0.7116 -1.0812
H 2.6949 -0.7743 -0.7614
H 1.7138 -0.6670 0.5654
C -1.5596 -2.0514 0.0614
C -1.7530 -1.2516 1.0955
C -0.8119 -1.1252 2.2461
H -2.2644 -2.1133 -0.7474
H -0.6942 -2.6920 0.0016
H -2.6405 -0.6318 1.1512
H 0.0239 -1.8136 2.1375
H -1.3266 -1.3363 3.1858
H -0.4246 -0.1048 2.3055
```



Model R:
Density functional theory data (the ωB97M-V functional and the def2-TZVPD basis) for C5H15N3O as an isolated structure.

Computed properties:
- HOMO-LUMO gap (spin up / spin down): 6.23 / 6.23 eV
- 2S+1: 1
- Charge: 0
- Highest occupied orbital energy (spin up / spin down): -5.6 / -5.7 eV

XYZ file:
```
24
C5H15N3O the ωB97M-V functional and the def2-TZVPD basis
C -1.3158 -0.0239 -0.1994
C 0.7636 -1.5216 0.9428
C -1.8619 0.0495 -1.6092
C -2.2701 -0.6864 0.7499
O -0.9839 1.2949 0.2737
H -1.7881 1.8328 0.3394
H -2.0662 -0.9478 -2.0026
H -3.1937 -0.0952 0.8815
H 0.0604 -2.2782 0.6264
H 1.7386 -1.9563 1.1355
H 0.3555 -0.8210 1.6624
H -2.8064 0.6236 -1.6519
H -1.1593 0.5433 -2.2840
H -2.5694 -1.6716 0.3854
H -1.8458 -0.7886 1.7551
C 2.1188 0.4484 -0.2618
N 3.2932 0.3451 0.4508
N 1.7682 1.7165 -0.6448
N 1.3931 -0.5916 -0.5471
H 0.7682 1.8482 -0.7825
H 2.2393 2.5019 -0.2268
H 3.5416 -0.5856 0.7414
H 3.4914 1.0582 1.1370
H 0.3288 -0.2945 -0.8713
```



Most stable = model Q



Model P:
Density functional theory data (the ωB97M-V functional and the def2-TZVPD basis) for a 2-piece molecular cluster, C3H7NS overall.

Computed properties:
- HOMO-LUMO gap (spin up / spin down): 8.22 / 8.22 eV
- 2S+1: 1
- Charge: 0
- Highest occupied orbital energy (spin up / spin down): -8.4 / -8.4 eV

XYZ file:
```
12
C3H7NS the ωB97M-V functional and the def2-TZVPD basis
C -0.7078 -0.4019 0.4157
C -1.2463 -1.7418 0.4278
C 1.6426 1.3283 -0.6895
N -1.3873 0.6117 0.6052
S 1.7469 -0.3705 -0.0938
H -2.2704 -1.6835 0.3727
H -0.9746 -2.4524 1.2423
H -0.8813 -2.2233 -0.6227
H 2.4618 1.9808 -0.1441
H 0.7300 1.9719 -0.4384
H 1.9228 1.4202 -1.6425
H -1.0364 1.5604 0.5672
```



Model Q:
Density functional theory data (the ωB97M-V functional and the def2-TZVPD basis) for one molecule with the formula C3H7NS.

Computed properties:
- HOMO-LUMO gap: 9.00 eV
- 2S+1: 1
- Charge: 0
- Highest occupied orbital energy: -8.4 eV
- SMILES string: CCC(N)=S

XYZ file:
```
12
C3H7NS the ωB97M-V functional and the def2-TZVPD basis
C 1.4038 -1.4307 0.9778
C 0.3486 -1.2821 -0.1575
C -0.2886 0.0458 -0.3429
N -1.3382 -0.1701 -1.1426
S -0.0831 1.6234 0.3388
H 1.9311 -0.5251 0.9633
H 0.8385 -1.7351 1.9308
H 2.0385 -2.2770 0.7479
H 0.8552 -1.4975 -1.1335
H -0.3285 -2.1462 0.1286
H -1.4798 -1.1502 -1.5350
H -1.9406 0.5484 -1.3888
```



Model R:
Density functional theory data (the ωB97M-V functional and the def2-TZVPD basis) for one molecule with the formula C3H7NS.

Computed properties:
- HOMO-LUMO gap: 9.55 eV
- 2S+1: 1
- Charge: 0
- Highest occupied orbital energy: -8.7 eV
- SMILES string: CC/C=N\S

XYZ file:
```
12
C3H7NS the ωB97M-V functional and the def2-TZVPD basis
C 1.1493 0.7757 -0.9376
C 0.0587 0.6520 0.0017
C 0.0997 -0.4273 1.1114
N -0.8802 -1.2117 1.3174
S -1.9949 -1.2935 0.1051
H 1.1055 -0.0945 -1.6125
H 2.1951 0.7630 -0.5867
H 1.2076 1.5525 -1.7320
H -0.8303 0.3144 -0.5345
H -0.0952 1.5836 0.4913
H 0.9645 -0.5021 1.7353
H -2.9800 -2.1121 0.6411
```



Most stable = model Q



Model P:
Density functional theory data (the ωB97M-V functional and the def2-TZVPD basis) for one molecule with the formula C2H4O3S.

Computed properties:
- HOMO-LUMO gap (spin up / spin down): 7.97 / 7.97 eV
- 2S+1: 1
- Charge: 0
- Highest occupied orbital energy (spin up / spin down): -8.9 / -8.9 eV
- SMILES string: COC=S(=O)=O

XYZ file:
```
10
C2H4O3S the ωB97M-V functional and the def2-TZVPD basis
C -1.5903 0.4105 -0.1505
O -0.3902 0.3782 0.6917
C 0.3142 -0.6562 0.6172
S 2.1121 -0.0802 -0.2483
O 3.1186 -1.0600 0.0348
O 2.3689 1.3432 -0.1534
H -1.8905 -0.5505 -0.3399
H -1.5222 0.9603 -0.9801
H -2.4930 0.6942 0.5089
H -0.0275 -1.4394 0.0197
```



Model Q:
Density functional theory data (the ωB97M-V functional and the def2-TZVPD basis) for C2H4O3S as an isolated structure.

Computed properties:
- HOMO-LUMO gap (spin up / spin down): 8.48 / 6.45 eV
- 2S+1: 1
- Charge: 0
- Highest occupied orbital energy (spin up / spin down): -8.9 / -7.7 eV

XYZ file:
```
10
C2H4O3S the ωB97M-V functional and the def2-TZVPD basis
C 0.2694 0.2623 1.7185
C -1.1337 0.0572 -0.7534
O 2.1333 -0.1088 -1.5610
O 1.4537 0.2796 1.2616
O -0.2273 -0.9142 -0.5654
S 1.4299 -0.9779 -0.6117
H 0.1705 0.5668 2.9246
H -1.4932 0.3151 0.2225
H -1.9001 -0.4340 -1.3915
H -0.7025 0.9539 -1.2442
```



Most stable = model P